A gas-phase ion, C3H7NOS (charge -1). Source: the OMol25 dataset; level of theory: the ωB97M-V functional and the def2-TZVPD basis.

Geometry (Å):
S  2.318788  0.276944  -1.165641
N  -1.347532  -0.920789  -0.127742
H  -0.082674  0.098454  -1.795211
C  0.521078  0.452500  -0.968418
C  -0.057437  -0.251065  0.278875
H  -1.484951  -1.675751  0.539805
H  0.369784  1.521808  -0.837221
H  0.551277  -1.103449  0.613119
H  -0.420963  1.763889  1.222014
C  -0.211498  0.689206  1.436317
H  -2.116787  -0.266942  0.019376
H  2.320854  -0.889580  -1.864567
O  -0.359942  0.304772  2.649300

Cartesian forces (eV/Å) of the 6 atoms listed first:
-0.098 -0.449 -0.507
-0.114 -0.396 -0.193
0.459 0.032 -0.575
-0.427 -0.265 1.106
-0.292 0.284 0.329
-0.210 0.170 -0.019

<S²>: 0.75
Energy relative to the best compared isomer or geometry (same formula, charge and spin) in kcal/mol: 15.2
E in hartree: -646.6455
Spin multiplicity: 2
Total charge: -1
Highest occupied orbital energy (alpha / beta) in eV: -0.03 / -3.35
Largest force on an atom in hartree/bohr: 0.024
Orbital gap (alpha / beta) in Eh: 0.1241 / 0.2445
E_LUMO (alpha / beta) in eV: 3.346 / 3.299


2 unconnected molecules or ions with the total composition CH4NO3. Source: the OMol25 dataset; level of theory: the ωB97M-V functional and the def2-TZVPD basis.

Geometry (Å):
O  -2.506060  -0.129764  -0.388516
N  1.830445  -0.070433  0.549574
H  1.961832  -1.057528  0.390397
H  -1.812791  0.275983  0.197222
H  -1.861197  -0.225144  -1.125275
H  1.473518  -0.018683  1.499673
O  -0.088598  1.192825  0.350258
C  0.636890  0.341233  -0.221714
O  0.365965  -0.308488  -1.251622

Cartesian forces (eV/Å) of the 6 atoms listed first:
1.412 0.256 -0.039
-0.875 0.248 0.040
0.195 -0.203 -0.451
-0.783 0.048 -0.122
-0.572 -0.205 0.104
0.414 0.341 0.122

Energy relative to the best compared isomer or geometry (same formula, charge and spin) in kcal/mol: 2.6
E in hartree: -321.0726
Spin multiplicity: 1
Total charge: -1
Highest occupied orbital energy in eV: -4.62
Largest force on an atom in hartree/bohr: 0.028
Orbital gap in Eh: 0.3338
E_LUMO in eV: 4.464


A molecular structure, C10H37O21Zn. Source: the OMol25 dataset; level of theory: the ωB97M-V functional and the def2-TZVPD basis.

Geometry (Å):
H  -2.054097  -2.569547  -1.258801
H  3.266473  -0.391177  4.247789
O  0.946563  -3.689737  4.094609
H  -0.750527  1.920433  0.078659
H  1.278583  -3.217487  -2.569631
H  0.325353  -3.517527  0.733659
H  -2.357637  -2.331087  2.375189
O  -3.182947  -2.373527  2.858179
O  -2.005477  -2.045607  -2.058401
H  -1.425567  -2.896447  4.253429
C  -0.030457  -0.706577  0.115519
H  -0.933267  -1.369657  4.830099
O  3.147223  -2.674247  0.515929
H  -2.008647  0.376013  -6.428041
O  1.262563  -2.620887  6.093409
O  -1.386517  0.427243  -3.381971
C  -0.815937  -2.434707  5.030129
O  3.869493  3.516673  0.272879
O  3.485093  0.293953  0.701849
H  -0.929607  2.356003  -2.349461
O  2.895093  0.395993  3.849459
C  -1.657647  1.130063  -5.723541
H  2.766843  0.918693  0.601609
H  1.906533  3.968793  2.741859
H  2.825403  0.183913  2.918649
O  0.454883  -2.979297  -2.995081
Zn  -0.300987  -1.067477  -2.443351
H  3.223713  2.839263  3.037649
O  1.922643  1.829253  -1.063861
O  -0.611857  3.222373  -2.603801
H  1.128553  2.120373  -0.615641
H  2.086113  0.009673  -3.541831
C  2.679853  3.372323  2.257799
O  -0.391917  2.475303  0.771309
H  2.483343  -2.617977  -0.171341
C  0.401963  -0.411927  1.546559
H  -0.790977  -4.539647  0.702649
H  -3.743067  1.901113  -2.576221
C  -3.990747  1.281363  -1.714441
H  -1.235187  3.832063  -2.208881
H  1.060233  -1.151177  2.002939
C  0.631063  -2.942727  5.045729
H  3.415343  -1.767607  0.665409
O  -5.252067  3.254063  -1.052131
O  0.465253  -1.642137  -0.486321
H  -0.968757  2.326763  1.520599
H  1.720813  0.460303  -2.143481
O  1.514153  -0.201127  -2.803821
H  -3.073377  1.199643  -1.131481
O  4.191533  5.215713  1.450629
H  -1.406027  -2.633307  5.924809
C  3.637103  4.089113  1.313979
C  -1.172487  0.192093  -4.561921
H  -0.885207  1.773063  -6.145431
H  0.901603  0.551923  1.643859
O  -0.790267  -0.025817  -0.574041
C  -5.130247  2.002583  -0.975211
H  -2.906127  -1.761387  -2.214221
H  -4.218967  0.327053  -2.189111
H  2.614383  2.392403  -0.716601
H  0.371383  -3.598647  -3.720111
O  -0.516047  -0.831907  -4.659411
H  2.114993  2.591953  1.747849
H  -0.456567  -0.182567  2.177769
H  4.217783  0.693373  0.232949
O  -6.070357  1.461153  -0.329581
H  -3.118377  -3.177597  3.373479
O  -0.066997  -4.225647  1.244389
H  -2.576947  1.694153  -5.566101

Cartesian forces (eV/Å) of the 6 atoms listed first:
0.258 -0.061 0.407
-0.142 -0.356 0.188
0.435 0.409 0.363
-0.451 -0.649 -0.264
0.273 0.132 0.434
0.344 0.595 -0.134

E in hartree: -3762.6916
Spin multiplicity: 1
Total charge: -3
Highest occupied orbital energy in eV: -0.01
Largest force on an atom in hartree/bohr: 0.117
Orbital gap in Eh: 0.1653
E_LUMO in eV: 4.492


C6H13O in the gas phase. Source: the OMol25 dataset; level of theory: the ωB97M-V functional and the def2-TZVPD basis.

Geometry (Å):
H  -1.653021  -0.570523  -0.952747
H  -0.578358  -1.187236  1.717021
C  0.034430  0.181351  0.068454
H  0.110707  -1.960724  0.295870
H  1.844005  -0.545799  -0.901364
C  0.188160  -1.079624  0.945661
C  -1.424506  0.310263  -0.351939
H  -0.890855  2.038784  -1.596894
H  1.455118  1.080652  -1.313320
C  1.531477  -1.171961  1.679068
O  1.557132  -1.977672  2.752179
H  2.020649  -0.204349  1.939559
C  0.998019  0.112716  -1.139877
C  -1.759474  1.587592  -1.112072
H  -2.036477  0.253724  0.544517
H  2.341023  -1.529845  0.993535
H  -2.568026  1.532165  -1.830887
H  -2.069117  2.361423  -0.399084
H  0.392867  0.989393  0.708771
H  0.506256  -0.220321  -2.046448

Cartesian forces (eV/Å) of the 6 atoms listed first:
-0.070 -0.099 -0.066
-0.135 0.285 -0.140
0.480 -0.826 0.330
-0.127 -0.005 0.129
-0.246 -0.026 -0.273
0.403 -0.162 -0.255

<S²>: 0.75
Energy relative to the best compared isomer or geometry (same formula, charge and spin) in kcal/mol: 0.0
E in hartree: -311.5615
Spin multiplicity: 2
Highest occupied orbital energy (alpha / beta) in eV: -10.42 / -9.92
Largest force on an atom in hartree/bohr: 0.023
Orbital gap (alpha / beta) in Eh: 0.4215 / 0.3188
E_LUMO (alpha / beta) in eV: 1.051 / -1.243


A molecular structure, C15H28AsNOReS3Si2. Source: the OMol25 dataset; level of theory: the ωB97M-V functional and the def2-TZVPD basis.

Geometry (Å):
H  -0.769320  0.815602  -3.841161
C  2.003302  -3.140231  3.058228
H  -2.831842  -2.261054  1.172642
H  3.233586  3.460122  -3.502693
C  -3.657854  1.168889  -2.500879
C  -2.971564  -1.637788  -1.623002
C  -1.105403  -0.148441  -3.460870
H  -4.795648  0.378617  2.261306
H  1.360052  -2.744688  3.844231
H  4.844370  5.054125  -2.513544
C  -4.189104  0.650872  1.392685
N  3.074193  2.506286  -0.335407
C  2.151837  -2.776735  0.574320
S  1.951429  -1.724781  -0.834394
S  1.658213  1.354608  -2.219629
H  -2.203128  -2.336600  -1.289296
Si  -2.232197  0.052311  -1.979189
H  -4.201825  0.752323  -3.353623
C  3.945307  3.356391  0.243994
H  -2.939707  -1.889748  2.897992
H  1.742644  -4.188479  2.900403
H  -2.416467  0.747207  4.061815
H  3.032595  -3.103881  3.427940
C  4.340396  4.327030  -1.890127
H  -1.657115  -0.660927  -4.255537
H  -1.348692  -2.041842  2.120435
H  3.758827  -4.069817  -0.055653
S  1.232547  -0.699567  2.051686
C  2.775826  2.485207  -1.657276
H  -3.426542  -2.032391  -2.536407
C  2.714103  -4.135871  0.265549
C  1.842859  -2.317520  1.804212
H  -4.365408  1.312045  -1.681149
H  2.162460  -4.615135  -0.547738
Si  -2.384887  0.153713  1.656447
H  -4.618832  0.156301  0.518674
H  -0.766909  0.789319  3.419766
H  -4.275581  1.729047  1.239530
C  -1.804342  1.041090  3.203246
H  5.295084  4.964103  -0.028390
H  4.047243  3.214160  1.309659
C  -2.374687  -1.694036  1.981028
H  -3.275454  2.151950  -2.782528
H  2.677861  -4.796712  1.131468
C  4.601266  4.286256  -0.501472
O  2.473881  1.609979  0.535620
As  -1.135225  0.975310  -0.141345
H  -0.225722  -0.742116  -3.207599
H  -1.881626  2.122942  3.077987
C  3.455517  3.453089  -2.444808
Re  1.225264  0.280101  -0.111084
H  -3.745579  -1.590637  -0.856062

Cartesian forces (eV/Å) of the 6 atoms listed first:
0.044 0.040 -0.020
0.005 -0.002 0.018
-0.020 -0.029 -0.067
0.008 0.009 -0.008
-0.036 0.049 0.019
-0.013 -0.051 -0.006

E in hartree: -4806.1144
Spin multiplicity: 1
Total charge: -1
Highest occupied orbital energy in eV: -2.98
Largest force on an atom in hartree/bohr: 0.012
Orbital gap in Eh: 0.2070
E_LUMO in eV: 2.650